(1)
An isolated molecule of C6H11F2NO2S at a distorted geometry. Source: OMol25; level of theory: the ωB97M-V functional and the def2-TZVPD basis.

Each atom is followed by the atoms it is bonded to, with distances in Å.
Positions of all 23 atoms, in Å:
1 O 2.06 -0.52 1.39  C2 1.180
2 C 0.89 -0.43 1.49  O1 1.180, O3 1.350, N7 1.397
3 O 0.10 -1.43 1.93  C2 1.350, C4 1.431
4 C -0.83 -2.05 1.03  O3 1.431, C5 1.543, H13 1.092, H14 1.093
5 C -0.15 -3.02 0.04  C4 1.543, F6 1.379, H15 1.097, H16 1.098
6 F 1.13 -3.34 0.46  C5 1.379
7 N 0.30 0.83 1.42  C2 1.397, F8 1.394, C9 1.459
8 F -1.09 0.82 1.40  N7 1.394
9 C 0.81 1.81 0.47  N7 1.459, C10 1.526, H17 1.095, H18 1.094
10 C 0.75 1.38 -1.00  C9 1.526, C11 1.527, H19 1.099, H20 1.100
11 C -0.63 1.28 -1.64  C10 1.527, S12 1.816, H21 1.097, H22 1.095
12 S -1.78 2.66 -1.34  C11 1.816, H23 1.341
13 H -1.54 -2.58 1.67  C4 1.092
14 H -1.39 -1.29 0.47  C4 1.093
15 H -0.73 -3.94 -0.03  C5 1.097
16 H -0.07 -2.58 -0.96  C5 1.098
17 H 0.27 2.74 0.66  C9 1.095
18 H 1.85 1.96 0.76  C9 1.094
19 H 1.35 2.09 -1.58  C10 1.099
20 H 1.25 0.41 -1.08  C10 1.100
21 H -1.17 0.39 -1.29  C11 1.097
22 H -0.51 1.17 -2.73  C11 1.095
23 H -0.88 3.64 -1.53  S12 1.341

Computed properties:
Kohn-Sham gap ... 10.00 eV
Total energy ... -1038.28621 Ha
SMILES ... O=C(OCCF)N(F)CCCS
Relative energy (zero: lowest compared OMol25 entry of this formula, charge and spin) ... 131.6 kJ/mol
HOMO level ... -9.356 eV

(2)
An isolated molecule of C6H11FO at a distorted geometry. Source: OMol25; level of theory: the ωB97M-V functional and the def2-TZVPD basis.

Each atom is followed by the atoms it is bonded to, with distances in Å.
Positions of all 19 atoms, in Å:
1 C 1.10 -1.72 0.68  C2 1.546, H9 1.097, H10 1.092, H11 1.101
2 C 0.92 -1.22 -0.77  C1 1.546, O3 1.429, H12 1.107, H13 1.107
3 O -0.41 -0.87 -1.16  C2 1.429, C4 1.351
4 C -1.01 0.13 -0.49  O3 1.351, C5 1.353, C7 1.496
5 C -2.21 -0.08 0.10  C4 1.353, F6 1.375, H14 1.104
6 F -2.72 -1.35 0.18  C5 1.375
7 C -0.47 1.51 -0.68  C4 1.496, C8 1.519, H15 1.101, H16 1.147
8 C 0.42 1.77 0.52  C7 1.519, H17 1.103, H18 1.138, H19 1.101
9 H 2.17 -1.82 0.88  C1 1.097
10 H 0.61 -1.04 1.38  C1 1.092
11 H 0.74 -2.76 0.73  C1 1.101
12 H 1.25 -2.07 -1.41  C2 1.107
13 H 1.61 -0.37 -0.94  C2 1.107
14 H -2.85 0.68 0.59  C5 1.104
15 H 0.09 1.60 -1.62  C7 1.101
16 H -1.31 2.29 -0.70  C7 1.147
17 H -0.12 1.66 1.48  C8 1.103
18 H 1.19 0.96 0.74  C8 1.138
19 H 0.99 2.71 0.50  C8 1.101

Computed properties:
Kohn-Sham gap ... 9.81 eV
Total energy ... -410.25950 Ha
SMILES ... CCO/C(=C\F)CC
Relative energy (zero: lowest compared OMol25 entry of this formula, charge and spin) ... 145.6 kJ/mol
HOMO level ... -8.834 eV

no.,E_LUMO (eV)
1,0.65
2,0.97